The following is a DFT calculation (the ωB97M-V functional and the def2-TZVPD basis) of an isolated molecule of C4H7NO in a non-equilibrium geometry.

Positions of all 13 atoms, in Å:
C 0.46738 1.09759 1.12403
C 0.47367 0.20584 -0.11798
C 0.24272 -1.24808 -0.02190
O -1.37280 -1.31910 -0.61861
C -1.38278 -0.14473 -1.25998
N -0.43358 0.70551 -1.14005
H 0.76514 2.10833 0.82176
H 1.18665 0.73242 1.86543
H -0.51802 1.17757 1.59514
H 1.53602 0.02457 -0.40818
H 0.64169 -1.66518 0.93560
H 0.63127 -1.79195 -0.87109
H -2.23735 0.11721 -1.90416

Properties
* frontier orbital gap: 10.4909 eV
* energy relative to the best compared isomer or geometry (same formula, charge and spin): 2.4355 eV
* charge: 0
* highest occupied orbital energy: -0.351 hartree
* F_max: 2.4 eV/A